Formula: C16H13ClN2O3
Source: OMol25
Level of theory: ωB97M-V with the def2-TZVPD basis set

```
35
C16H13ClN2O3, DFT ωB97M-V with the def2-TZVPD basis set
O 1.436 1.082 0.086
C 2.141 0.212 0.528
O 1.819 -0.522 1.600
C 0.518 -0.274 2.118
C -0.519 -0.710 1.063
O -0.410 -1.813 0.565
N -1.501 0.163 0.762
C -1.576 1.550 1.226
C -2.807 2.165 0.541
C -3.336 1.043 -0.300
C -4.431 1.026 -1.136
C -4.731 -0.144 -1.820
C -3.940 -1.269 -1.662
C -2.834 -1.262 -0.824
C -2.542 -0.092 -0.145
C 3.456 -0.202 -0.022
C 3.826 -1.545 -0.003
C 5.035 -1.925 -0.561
C 5.832 -0.941 -1.126
N 5.501 0.338 -1.137
C 4.354 0.701 -0.605
Cl 4.023 2.379 -0.624
H 0.427 -0.924 2.991
H 0.434 0.774 2.409
H -1.678 1.574 2.315
H -0.661 2.072 0.933
H -2.537 3.024 -0.075
H -3.551 2.496 1.268
H -5.043 1.908 -1.255
H -5.586 -0.174 -2.479
H -4.183 -2.173 -2.201
H -2.219 -2.137 -0.707
H 3.154 -2.268 0.432
H 5.345 -2.958 -0.564
H 6.780 -1.174 -1.591
```

The total charge is 0. The value obtained for the orbital gap is 0.3134 Eh. Its LUMO energy is 0.240 eV.



Formula: C4H6NO2
Source: OMol25
Level of theory: ωB97M-V with the def2-TZVPD basis set

```
13
C4H6NO2, DFT ωB97M-V with the def2-TZVPD basis set
C -0.867 0.720 0.545
C -0.666 0.626 -0.797
C -1.964 1.687 0.237
C 0.172 -0.037 -1.778
N -0.311 0.157 1.770
O -2.757 2.345 0.787
O -1.674 1.520 -1.140
H -0.461 -0.610 -2.459
H 0.915 -0.685 -1.325
H 0.657 0.717 -2.403
H -0.161 0.910 2.461
H 0.589 -0.308 1.582
H -0.958 -0.530 2.191
```

The total charge is +1. The value obtained for the orbital gap is 0.3790 Eh. Its LUMO energy is -4.289 eV.



Formula: C22H73N23O13
Source: OMol25
Level of theory: ωB97M-V with the def2-TZVPD basis set

```
131
C22H73N23O13, DFT ωB97M-V with the def2-TZVPD basis set
C 4.953 -3.664 -2.800
O 4.922 -4.394 -3.780
N 5.531 -3.972 -1.701
N 4.368 -2.485 -2.693
H 6.056 -4.829 -1.804
H 5.286 -3.428 -0.886
H 3.864 -2.030 -3.441
H 4.456 -2.104 -1.762
C 4.539 -0.732 0.836
O 4.490 -1.765 0.138
N 4.887 -0.702 2.103
N 4.416 0.470 0.396
H 5.097 0.191 2.527
H 5.055 -1.589 2.556
H 4.754 1.192 1.016
H 4.080 0.661 -0.537
C -1.814 -4.639 -2.057
O -0.995 -5.221 -2.758
N -1.676 -4.662 -0.779
N -2.876 -4.085 -2.502
H -2.428 -4.243 -0.251
H -0.780 -4.723 -0.318
H -2.998 -4.289 -3.483
H -3.444 -3.480 -1.926
C -3.506 -0.172 4.608
O -2.487 0.518 4.560
N -4.733 0.259 4.786
N -3.484 -1.473 4.283
H -4.738 1.116 5.320
H -5.448 -0.432 4.962
H -4.336 -1.775 3.833
H -2.568 -1.776 3.984
C 3.419 1.906 -2.742
O 3.426 0.744 -2.273
N 3.974 2.133 -3.896
N 2.968 2.966 -2.242
H 3.785 3.046 -4.285
H 4.363 1.370 -4.432
H 2.396 2.827 -1.421
H 3.060 3.823 -2.769
C 2.224 -2.331 -5.684
O 2.477 -2.425 -6.886
N 1.493 -3.232 -5.128
N 2.526 -1.311 -4.927
H 1.271 -3.179 -4.144
H 1.234 -4.082 -5.609
H 3.078 -0.509 -5.194
H 1.970 -1.161 -4.098
C -2.353 1.204 -6.974
O -2.769 0.140 -7.295
N -1.130 1.318 -6.605
N -2.950 2.375 -7.176
H -0.845 2.170 -6.144
H -0.479 0.588 -6.353
H -2.525 3.179 -6.737
H -3.827 2.152 -7.625
C 0.683 3.299 0.527
O 1.859 3.186 0.310
N 0.054 4.408 0.561
N -0.162 2.316 0.714
H 0.503 5.199 0.123
H -0.815 4.484 1.070
H -1.154 2.487 0.791
H 0.213 1.393 0.879
C 1.340 -4.002 1.226
O 0.263 -4.495 1.439
N 1.533 -2.688 1.058
N 2.423 -4.705 1.188
H 0.651 -2.211 0.937
H 2.389 -2.223 0.790
H 2.454 -5.604 1.648
H 3.258 -4.176 0.978
C -0.005 -2.513 5.025
O -1.023 -2.962 4.533
N 1.130 -2.607 4.479
N -0.027 -1.865 6.176
H 1.327 -3.066 3.600
H 1.963 -2.420 5.020
H -0.864 -1.330 6.358
H 0.888 -1.505 6.407
C 2.260 4.147 7.282
C 1.953 2.682 7.295
C 1.681 1.885 5.969
O 0.702 2.581 5.208
C 0.433 1.895 4.020
N 2.993 2.036 8.048
H 1.368 4.740 7.080
H 3.191 4.319 6.743
H 2.513 4.311 8.329
H 1.137 2.560 8.006
H 1.432 0.847 6.193
H 2.614 1.811 5.411
H -0.234 2.546 3.455
H -0.183 1.020 4.229
H 1.322 1.696 3.423
H 2.391 1.885 8.845
H 3.205 1.214 7.501
C 0.011 0.448 -3.149
C 0.365 -0.092 -1.788
C -0.838 -0.487 -0.859
O -0.157 -0.782 0.445
C -1.097 -1.002 1.516
N 1.294 -1.197 -1.920
H -0.780 -0.097 -3.664
H 0.811 0.613 -3.871
H -0.345 1.457 -2.940
H 0.855 0.797 -1.391
H -1.485 -1.289 -1.212
H -1.460 0.400 -0.739
H -0.435 -0.996 2.381
H -1.595 -1.971 1.487
H -1.649 -0.109 1.808
H 1.435 -1.484 -0.962
H 2.152 -0.769 -2.237
C -7.324 4.069 -1.640
C -6.833 2.647 -1.929
C -5.352 2.558 -2.392
O -5.033 1.293 -2.862
C -3.676 1.036 -3.268
N -7.197 1.807 -0.881
H -7.304 4.839 -2.412
H -6.875 4.587 -0.793
H -8.397 3.941 -1.499
H -7.382 2.364 -2.827
H -4.673 3.034 -1.684
H -5.282 3.254 -3.228
H -3.650 1.239 -4.339
H -3.594 -0.047 -3.188
H -2.865 1.427 -2.653
H -6.449 1.128 -0.892
H -8.079 1.360 -1.086
```

The total charge is 0. The value obtained for the orbital gap is 0.2959 Eh. Its LUMO energy is -0.408 eV.



Formula: C4H6O2
Source: OMol25
Level of theory: ωB97M-V with the def2-TZVPD basis set

```
12
C4H6O2, DFT ωB97M-V with the def2-TZVPD basis set
O 2.180 0.912 0.406
C 1.173 0.584 -0.139
C 0.957 -0.737 -0.700
C -0.738 -0.668 0.465
C -1.072 0.759 0.175
O 0.121 1.425 -0.121
H 0.845 -0.691 -1.790
H 1.761 -1.432 -0.400
H -1.680 -1.243 0.449
H -0.240 -1.027 1.362
H -1.578 1.290 0.991
H -1.730 0.828 -0.698
```

The total charge is 0. The value obtained for the orbital gap is 0.3865 Eh. Its LUMO energy is 0.615 eV.